A molecular structure, C39H41FN3O2Pt. Source: OMol25; level of theory: ωB97M-V/def2-TZVPD.

```
! RIJCOSX wB97M-V def2-TZVPD def2/J DEFGRID3
* xyz -1 1
Pt -0.34944 -0.07100 -0.29524
C -0.40209 1.71047 1.65530
C -1.00355 3.00162 1.09461
C -2.53143 2.97565 1.18145
C -0.42589 3.37962 -0.25881
C 0.31793 4.55308 -0.32489
C 0.94556 4.93146 -1.49714
C 0.86251 4.09968 -2.59814
C 0.13835 2.90772 -2.57862
C 0.30703 2.02647 -3.81112
C -0.89877 1.24742 -4.33180
C 1.49728 1.08914 -3.57472
C -0.55334 2.56684 -1.40034
N -1.34473 1.38887 -1.29930
C -2.63694 1.46205 -1.73022
C -3.19543 2.63219 -2.29417
C -4.50979 2.70341 -2.72669
C -5.36118 1.61595 -2.61293
C -4.85802 0.45838 -2.02975
C -3.55276 0.39705 -1.60112
F -3.16001 -0.74982 -1.00089
H -0.57885 1.62372 2.72930
H 0.67156 1.63710 1.48019
H -0.94992 0.80630 1.28889
H -0.66770 3.79627 1.76941
H -2.94916 2.10064 0.68890
H -2.96867 3.86108 0.71802
H -2.83794 2.95080 2.23079
H 0.40849 5.17073 0.56228
H 1.51624 5.85100 -1.54486
H 1.39012 4.36554 -3.50832
H 0.59608 2.71975 -4.60974
H -1.15753 0.41756 -3.67627
H -0.64372 0.83334 -5.31249
H -1.77441 1.88398 -4.45343
H 1.29701 0.39016 -2.76100
H 2.39505 1.65776 -3.32223
H 1.70136 0.50535 -4.47635
H -2.56241 3.50310 -2.39756
H -4.86631 3.63088 -3.16019
H -6.38742 1.66280 -2.95171
H -5.47290 -0.42193 -1.88821
C -1.43828 -2.87732 -4.69019
C -0.24072 -3.09993 -3.75700
C -0.28993 -4.52334 -3.18973
C 1.06245 -2.90852 -4.54350
C -0.29077 -2.12952 -2.65135
C -0.32833 -1.33069 -1.74560
H -1.41265 -3.59067 -5.51971
H -1.42166 -1.86520 -5.09733
H -2.37470 -3.00480 -4.14507
H -0.24291 -5.25867 -3.99918
H -1.21268 -4.67814 -2.62878
H 0.54538 -4.69609 -2.50922
H 1.12306 -3.63444 -5.36027
H 1.92548 -3.03832 -3.88917
H 1.10783 -1.90354 -4.96468
O 2.74496 -1.28582 -0.40454
C 2.02473 -1.80052 0.41885
N 2.40520 -2.87460 1.22668
C 1.24737 -3.42551 1.90551
C 0.22559 -2.27942 1.67870
O -0.84846 -2.21712 2.24443
N 0.73657 -1.42207 0.76647
C 0.77294 -4.71707 1.23621
C -0.49752 -4.86902 0.69448
C -0.86416 -6.07061 0.09942
C 0.02929 -7.12678 0.03290
C 1.30165 -6.97987 0.57187
C 1.66398 -5.78632 1.17293
C 1.47087 -3.65373 3.39216
C 2.65173 -3.27201 4.01421
C 2.82957 -3.48051 5.37745
C 1.82480 -4.06520 6.13077
C 0.63717 -4.43991 5.51318
C 0.46199 -4.23950 4.15439
H 3.08284 -3.49004 0.80421
H -1.20079 -4.04810 0.73527
H -1.85538 -6.17097 -0.32491
H -0.25904 -8.05796 -0.43848
H 2.01025 -7.79786 0.52983
H 2.65142 -5.69493 1.61510
H 3.42758 -2.79996 3.42677
H 3.75781 -3.18011 5.84809
H 1.96173 -4.22689 7.19289
H -0.15809 -4.88981 6.09466
H -0.46593 -4.52545 3.67663
*
```

Results
* LUMO level: 0.09635 hartree

=====

A molecular structure, C39H41GeN2RuS3. Source: OMol25; level of theory: ωB97M-V/def2-TZVPD.

```
! RIJCOSX wB97M-V def2-TZVPD def2/J DEFGRID3
* xyz 2 2
Ru -0.38585 0.11907 0.67540
C 2.06749 2.28926 0.83848
C 1.80234 2.30447 -0.66328
S 0.82767 0.91185 -1.32044
C 2.08483 -0.34364 -1.65800
C 2.44682 -1.10701 -0.40930
S 0.94432 -1.71413 0.41489
C -0.00287 -1.00649 3.41463
C 0.44822 1.40864 3.03291
S 0.54424 2.68137 1.75800
H 2.45748 1.33121 1.17581
H 2.80902 3.05416 1.06862
H 1.24839 3.20082 -0.94216
H 2.72943 2.31262 -1.23695
H 1.62700 -1.00767 -2.39146
H 2.93483 0.14810 -2.13164
H 3.02937 -1.99192 -0.67064
H 3.05218 -0.50766 0.26937
H -0.94069 -1.55820 3.32624
H 0.78054 -1.65693 3.00961
H -0.21633 1.80683 3.80588
H 1.42700 1.25528 3.49587
N -1.91919 1.46213 0.10243
C -2.78141 2.15703 -0.19779
C -3.84460 3.02171 -0.58155
C -3.88227 3.49427 -1.89620
C -4.92578 4.31685 -2.27720
C -5.91240 4.65782 -1.35947
C -5.86852 4.18219 -0.05460
C -4.83386 3.35703 0.34528
H -3.11147 3.20858 -2.59922
H -4.97231 4.69352 -3.28954
H -6.72532 5.30290 -1.66495
H -6.64203 4.45730 0.64888
H -4.78474 2.97978 1.35846
C -3.73190 -0.13474 -3.75734
C -4.58710 -0.21676 -2.66558
C -4.12021 -0.68928 -1.44668
C -2.79056 -1.08682 -1.30681
C -1.95021 -1.02808 -2.41881
C -2.41174 -0.54780 -3.63628
Ge -2.11629 -1.74186 0.39597
C -3.36231 -1.48621 1.87694
C -4.12550 -0.32323 2.00848
C -5.10840 -0.21940 2.98047
C -5.34381 -1.28072 3.84672
C -4.59212 -2.44120 3.73355
C -3.61414 -2.54488 2.75229
C -1.56501 -3.58899 0.25487
C -1.81686 -4.25450 -0.94324
C -1.50824 -5.60240 -1.07867
C -0.94639 -6.29573 -0.01834
C -0.69118 -5.64213 1.18225
C -0.99993 -4.29946 1.31672
H -4.10116 0.22663 -4.70830
H -5.62416 0.07699 -2.76698
H -4.80434 -0.75351 -0.60825
H -0.92912 -1.39265 -2.35121
H -1.75098 -0.51659 -4.49325
H -3.96693 0.50751 1.33499
H -5.70370 0.68222 3.05674
H -6.12039 -1.20814 4.59699
H -4.77916 -3.27684 4.39548
H -3.06808 -3.47574 2.65588
H -2.26464 -3.73003 -1.77914
H -1.71295 -6.10969 -2.01215
H -0.71121 -7.34664 -0.12163
H -0.25479 -6.18332 2.01161
H -0.78420 -3.80400 2.25804
C -2.14139 -0.06596 5.15774
C -0.75122 -0.22004 5.68198
C -0.48010 0.07312 7.03549
C 0.78918 -0.08362 7.55771
C 1.80605 -0.52944 6.73316
C 1.57137 -0.82698 5.37188
C 2.71885 -1.30288 4.53037
C 0.28261 -0.67110 4.85585
N -0.08469 0.15816 2.51154
H -2.75953 0.53011 5.82598
H -2.61766 -1.04635 5.05065
H -2.16080 0.37987 4.15938
H -1.29339 0.41892 7.66157
H 0.98805 0.13836 8.59728
H 2.80757 -0.65641 7.12534
H 3.65772 -1.23821 5.07515
H 2.81829 -0.72154 3.60906
H 2.57777 -2.34548 4.22942
*
```

Results
* LUMO level (alpha / beta): -0.26785 / -0.27858 hartree
* ⟨S²⟩: 0.907

=====

6 unconnected molecules or ions with the total composition C39H42BF5O5. Source: OMol25; level of theory: ωB97M-V/def2-TZVPD.

```
! RIJCOSX wB97M-V def2-TZVPD def2/J DEFGRID3
* xyz 0 1
C -6.47316 -0.26536 -1.02020
C -6.93907 1.19718 -1.14109
O -5.98670 1.98525 -1.83731
C -5.08715 2.62979 -0.97039
C -3.87658 3.08979 -1.80769
O -3.29275 2.08980 -2.61543
C -3.02467 0.87636 -1.92384
B -1.78910 0.08676 -2.52455
C -1.54558 -1.38356 -1.91006
C -0.89965 -1.32069 -0.54673
O -0.04116 -2.03714 -0.28972
O -1.29207 -0.36548 0.39197
C -2.40270 -0.72362 1.08254
C -2.90089 0.24334 2.12286
O -2.98732 -1.71703 0.87650
H -7.28207 -0.90886 -0.68076
H -5.60814 -0.31423 -0.35341
H -6.09425 -0.56996 -1.99867
H -7.11265 1.56432 -0.12181
H -7.88366 1.23556 -1.68609
H -5.52011 3.53005 -0.50873
H -4.77922 1.97829 -0.14189
H -3.08919 3.47748 -1.14232
H -4.24939 3.90490 -2.42763
H -2.83985 1.07153 -0.85885
H -3.88422 0.20355 -2.06425
H -1.12252 0.53994 -3.39350
H -0.94975 -2.00540 -2.56978
H -2.53724 -1.84995 -1.86328
H -3.09435 -0.26627 3.06257
H -2.19469 1.06010 2.28852
H -3.84050 0.69597 1.80271
F 3.59586 0.56650 2.80118
C 3.75272 -0.46768 1.94615
C 5.02247 -0.94735 1.69613
C 5.18269 -2.01382 0.82279
C 4.07407 -2.57770 0.20439
C 2.80323 -2.07885 0.46274
C 2.63983 -1.02006 1.34406
H 5.87463 -0.48790 2.18086
H 6.17278 -2.40387 0.62445
H 4.20020 -3.40712 -0.48001
H 1.94673 -2.51191 -0.01791
H 1.65579 -0.62402 1.56403
F 5.00575 5.81586 0.53956
C 4.79116 4.59562 0.01087
C 4.11286 3.64944 0.75364
C 3.88903 2.39498 0.20508
C 4.35321 2.10010 -1.06999
C 5.03746 3.06212 -1.80074
C 5.25493 4.32187 -1.26072
H 3.76610 3.89548 1.74911
H 3.35406 1.64985 0.76947
H 4.18057 1.11800 -1.49288
H 5.40308 2.83175 -2.79299
H 5.77891 5.08790 -1.81751
F 10.32087 -1.17171 4.26042
C 9.26426 -0.57417 4.84243
C 9.47478 0.27523 5.91042
C 8.38436 0.89335 6.50557
C 7.10178 0.64781 6.03369
C 6.90835 -0.21279 4.96171
C 7.99633 -0.82550 4.35663
H 10.48149 0.44764 6.26829
H 8.53583 1.56704 7.33873
H 6.25251 1.12825 6.50219
H 5.90818 -0.40744 4.59630
H 7.86694 -1.49361 3.51440
F 1.81350 -5.74338 -0.47717
C 1.51942 -5.95264 0.82133
C 1.95136 -7.11367 1.43146
C 1.65084 -7.32355 2.76995
C 0.91733 -6.37843 3.47535
C 0.48794 -5.21880 2.84362
C 0.79472 -5.00057 1.50883
H 2.51527 -7.84156 0.86249
H 1.98904 -8.22564 3.26274
H 0.68111 -6.54670 4.51833
H -0.08668 -4.48287 3.39088
H 0.47560 -4.09935 1.00198
F -8.58061 0.31578 -5.23840
C -8.22463 1.54979 -5.64792
C -9.02344 2.21363 -6.55833
C -8.65704 3.48564 -6.97415
C -7.49671 4.07081 -6.48388
C -6.70400 3.38586 -5.57250
C -7.07141 2.11838 -5.14629
H -9.91966 1.73713 -6.93420
H -9.27710 4.02046 -7.68167
H -7.21101 5.06174 -6.81314
H -5.79740 3.83844 -5.19237
H -6.46986 1.57381 -4.42920
*
```

Results
* LUMO level: 0.00062 hartree
* structure (SMILES): CCOCCOCBCC(=O)OC(C)=O.Fc1ccccc1.Fc1ccccc1.Fc1ccccc1.Fc1ccccc1.Fc1ccccc1